Entry 1:
Density functional theory data (ωB97M-V/def2-TZVPD) for a molecular structure, C33H46BrN3P2PbSe in a non-equilibrium geometry.

```
! wB97M-V def2-TZVPD RIJCOSX def2/J DEFGRID3
* xyz 2 1
Pb -1.37 -2.18 -3.26
Br -0.13 0.45 -0.32
Se 2.15 -2.83 -1.50
P -2.03 1.17 1.91
P -2.84 3.63 -2.43
N 4.16 -0.92 -0.63
N 3.17 -1.99 1.03
N -7.46 -6.78 -5.06
C -2.23 -3.03 -0.82
C -1.49 -0.39 4.30
C -3.89 0.95 1.86
C -2.82 2.95 4.06
C -7.57 -5.48 -4.96
C -6.52 -4.69 -4.49
C -3.10 3.49 -0.62
C 3.15 -1.84 -0.35
C -1.47 -0.33 2.79
C -5.23 -6.67 -4.24
C -2.81 -0.24 -0.95
C -4.24 -4.37 -3.43
C 6.55 0.23 2.05
C -0.40 4.36 -3.43
C -3.68 -3.47 -2.78
C -1.76 2.58 3.03
C 5.86 -0.35 3.15
C -4.54 -0.39 2.19
C -3.18 -2.53 -1.79
C -3.44 -1.11 -1.89
C -3.89 4.67 -0.02
C -5.27 -5.25 -4.07
C -1.66 -2.11 0.11
C 4.27 -1.32 1.60
C -1.12 3.23 -2.67
C 4.19 -0.04 -1.81
C 4.91 -0.66 0.54
C -4.13 2.44 -3.10
C -5.31 2.93 -4.00
C -1.93 -0.74 0.01
C 4.74 -1.20 2.92
C 6.09 0.05 0.74
C -6.35 -7.39 -4.73
H -0.44 -0.49 2.45
H -3.24 5.51 0.29
H -2.37 3.62 4.79
H 4.05 -0.67 -2.70
H -4.66 5.04 -0.71
H -4.54 1.93 -2.22
H -4.40 4.33 0.90
H -5.07 3.81 -4.62
H -4.22 -1.20 1.54
H -0.47 4.24 -4.51
H -6.26 3.09 -3.45
H -2.93 0.83 -0.78
H -2.07 -1.14 2.37
H 6.22 -0.16 4.18
H -3.67 3.49 3.62
H -5.62 -0.26 2.08
H -6.36 -8.47 -4.89
H -0.66 3.11 -1.68
H -6.76 -3.64 -4.44
H -2.12 3.37 -0.13
H -1.03 -2.51 0.91
H 6.63 0.42 -0.13
H -1.10 -1.38 4.57
H 4.26 -1.77 3.74
H -5.54 2.10 -4.68
H 3.34 0.69 -1.72
H -4.29 -0.78 -2.55
H -3.18 2.07 4.59
H -0.78 5.36 -3.20
H 5.16 0.48 -1.79
H -3.49 1.75 -3.67
H -1.10 2.29 -3.22
H -3.71 2.58 -0.50
H -4.40 -7.31 -3.99
H -0.83 0.38 4.73
H -2.51 -0.33 4.72
H -4.21 1.69 2.61
H -1.50 3.45 2.41
H -2.22 -4.14 -0.68
H -0.87 2.22 3.54
H 0.66 4.35 -3.20
H 7.44 0.81 2.26
H -8.53 -5.08 -5.30
H -4.36 -0.66 3.23
H -4.26 1.32 0.88
H 2.57 -2.68 1.50
*
```

Gap between HOMO and LUMO (alpha / beta) in eV: 4.176 / 4.082
LUMO (alpha / beta) in eV: -7.63 / -7.72
Energy in a.u.: -7299.50100

Entry 2:
Density functional theory data (ωB97M-V/def2-TZVPD) for a molecular structure, C33H46MgN4O3.

```
! wB97M-V def2-TZVPD RIJCOSX def2/J DEFGRID3
* xyz 0 1
Mg 0.10 0.59 2.13
O 0.81 1.08 4.07
O -0.64 -0.56 3.69
O 2.15 -0.32 2.23
N 1.28 -5.13 -2.03
N -0.87 -5.54 -1.59
N 3.87 0.94 3.06
N -0.02 -1.03 0.71
C -1.70 3.23 2.54
C 1.10 1.66 -2.88
C 1.04 -8.36 -3.86
C 0.91 -6.33 -2.61
C -0.32 -8.61 -3.59
C -0.60 3.95 3.33
C 0.20 -4.70 -1.44
C 0.08 0.13 4.48
C 1.66 -7.22 -3.38
C -0.92 -2.00 0.93
C 3.16 -0.18 2.92
C -1.45 1.53 -0.72
C 0.24 3.98 -2.49
C -0.19 2.26 -0.70
C -3.62 0.42 -1.33
C 1.05 -2.44 -0.90
C -2.60 2.46 3.50
C -0.89 -3.21 0.25
C -1.96 1.58 0.58
C -1.58 -0.45 -2.38
C -0.03 2.75 0.60
C -1.11 2.32 1.44
C -2.56 4.30 1.84
C -2.24 0.84 -1.85
C 3.50 2.17 2.39
C -1.08 -7.74 -2.84
C 0.11 -3.44 -0.68
C 2.13 3.10 -1.19
C 0.78 2.71 -1.81
C -0.44 -6.60 -2.35
C -2.52 1.80 -3.02
C 5.09 0.94 3.86
C 0.94 -1.26 -0.19
H -0.06 4.65 2.69
H -2.04 1.71 4.07
H 2.53 2.27 -0.59
H -1.05 4.53 4.14
H 5.15 0.02 4.44
H 1.64 -0.45 -0.36
H -2.03 -0.74 -3.33
H 1.83 2.06 -3.58
H 5.97 1.03 3.23
H -3.54 -0.31 -0.52
H -1.80 -5.37 -1.26
H 2.85 3.32 -1.98
H 1.84 -2.59 -1.62
H -2.93 5.03 2.57
H 4.07 2.30 1.47
H 0.23 1.35 -3.45
H -1.64 2.01 -3.62
H -4.20 1.27 -0.96
H 3.55 -1.02 3.52
H 3.69 3.01 3.05
H -1.67 -1.80 1.68
H -2.13 -7.94 -2.63
H 0.96 4.36 -3.23
H -0.78 -9.51 -3.98
H -3.06 3.14 4.22
H 5.07 1.78 4.55
H 0.06 -0.12 5.55
H -2.91 2.75 -2.64
H -1.97 4.83 1.09
H -0.71 3.80 -3.00
H -2.90 1.15 0.89
H -1.63 -3.96 0.49
H -0.51 -0.34 -2.52
H 2.44 2.16 2.14
H -3.41 3.84 1.34
H 2.71 -7.02 -3.58
H -3.40 1.94 2.97
H -1.75 -1.27 -1.67
H 1.60 -9.07 -4.45
H 0.07 4.76 -1.74
H 0.72 3.46 0.93
H -4.19 -0.05 -2.14
H 1.54 0.76 -2.42
H 0.11 3.25 3.76
H 2.06 3.98 -0.55
H -3.27 1.36 -3.68
*
```

Gap between HOMO and LUMO in eV: 6.795
LUMO in eV: -0.19
Energy in a.u.: -1930.06567

Entry 3:
Density functional theory data (ωB97M-V/def2-TZVPD) for a molecular structure, C33H46N6OS4Si2TeTi in a non-equilibrium geometry.

```
! wB97M-V def2-TZVPD RIJCOSX def2/J DEFGRID3
* xyz 1 2
Te 1.41 0.42 -1.54
Ti -0.61 -0.52 0.24
S -2.19 1.61 -1.24
S -2.44 -0.63 3.04
S 0.75 -1.26 2.27
S 0.40 1.60 1.03
Si 1.41 -0.16 -4.87
Si 4.22 1.11 0.34
O 0.10 -2.29 -0.24
N -4.11 -2.51 1.33
N -1.96 -1.21 -1.25
N 0.86 -3.14 0.47
N -2.32 -1.00 1.36
N -0.63 3.76 -1.15
N -2.48 3.84 0.18
C -4.26 -1.46 4.86
C -1.80 -1.19 -2.57
C 3.97 0.99 2.17
C -3.10 -1.83 0.76
C -0.53 4.39 4.54
C 3.83 2.82 -0.28
C 1.00 3.45 2.93
C 3.17 -0.21 -0.52
C -0.08 4.99 -0.62
C 2.06 -3.71 2.40
C -5.36 -2.19 5.31
C 1.30 -1.50 -6.15
C -2.54 -1.99 -3.43
C 1.61 -0.96 -3.18
C -1.53 3.57 4.04
C 0.74 4.32 3.97
C -6.05 -3.01 4.43
C -0.15 0.88 -4.95
C -3.47 -2.84 -2.89
C 2.42 -4.89 1.82
C 1.24 -2.78 1.72
C -3.84 -1.56 3.55
C 1.19 -4.31 -0.13
C -2.91 -2.00 -0.73
C -3.67 -2.83 -1.51
C 5.98 0.70 -0.07
C -1.28 2.70 2.99
C -4.53 -2.39 2.68
C -0.01 2.61 2.42
C 2.90 0.92 -5.15
C -5.63 -3.11 3.11
C 1.97 -5.21 0.52
C -1.73 3.18 -0.70
H -0.04 3.17 -1.72
H 3.04 -5.59 2.36
H -4.42 -3.48 -1.08
H 1.99 3.40 2.49
H 4.41 3.55 0.28
H -0.41 1.37 -4.01
H -1.01 0.29 -5.26
H 2.77 3.05 -0.17
H -6.15 -3.76 2.42
H 0.82 5.24 -1.17
H 0.42 -2.13 -5.98
H 1.53 4.96 4.35
H -3.27 3.36 0.57
H 6.17 0.75 -1.15
H 3.76 -0.70 -1.29
H 3.07 1.55 -4.28
H 0.18 4.88 0.44
H 6.25 -0.30 0.27
H 2.91 0.97 2.43
H 2.86 -0.96 0.21
H -2.15 4.68 0.64
H 2.77 1.57 -6.02
H -0.01 1.67 -5.69
H 4.44 0.08 2.56
H -6.90 -3.58 4.77
H -0.73 5.06 5.36
H 4.10 2.92 -1.34
H 0.80 -4.44 -1.13
H -5.68 -2.10 6.34
H -4.06 -3.50 -3.52
H 1.21 -1.07 -7.16
H -2.36 -1.94 -4.49
H 6.66 1.41 0.42
H -4.69 -3.07 0.73
H -1.06 -0.50 -2.94
H 2.39 -3.44 3.40
H 0.93 -1.80 -3.01
H -2.53 3.61 4.47
H 2.63 -1.33 -3.10
H -0.79 5.82 -0.74
H 2.18 -2.14 -6.15
H -3.72 -0.81 5.55
H -2.08 2.09 2.60
H 3.80 0.32 -5.31
H 4.44 1.84 2.68
H 2.24 -6.14 0.04
*
```

<S²>: 0.76
Gap between HOMO and LUMO (alpha / beta) in eV: 6.029 / 6.019
LUMO (alpha / beta) in eV: -3.17 / -3.19
Energy in a.u.: -4978.07006

Which value of energy does entry 2 give?
-1930.06567 a.u.

Which value of energy does entry 2 give?
-1930.06567 a.u.

Among the records above, which one has the highest energy?
C33H46MgN4O3